# 1
A molecular structure, C19H35As3IrO6 at a distorted geometry. Source: the OMol25 dataset; level of theory: ωB97M-V/def2-TZVPD.

The value obtained for the LUMO energy (alpha / beta) is -0.177 / -0.627 eV. Its spin multiplicity is 2. For the gap between HOMO and LUMO (alpha / beta), the calculation gives 7.9 / 7.1 eV.

Atoms and positions in Å:
Ir: 1.52689 0.96320 -0.01993
O: 4.10259 3.19660 -1.97533
C: 3.23029 2.60500 -1.25703
O: 2.63379 1.52460 -1.49683
C: 2.78009 3.43230 -0.05373
C: 1.27349 3.66610 -0.18073
C: 0.86299 4.89890 0.63637
C: 0.98999 4.38060 2.07707
C: 1.45189 2.93400 1.85347
O: 0.69359 2.64630 0.65977
C: 2.90549 2.91680 1.37667
C: 3.48839 1.54080 1.69597
O: 4.49249 1.59050 2.48117
O: 2.87659 0.52200 1.28567
H: 3.29999 4.39800 -0.13233
H: 0.85759 3.64950 -1.19163
H: 1.48159 5.77860 0.43827
H: -0.18301 5.16070 0.43707
H: 1.68049 4.96890 2.68777
H: 0.00399 4.39910 2.55647
H: 1.19649 2.25830 2.67407
H: 3.48459 3.64100 1.96777
C: 1.22939 -1.20400 3.49657
As: 0.55939 -0.71210 1.70597
C: -1.19671 -0.11060 2.38337
C: 0.08699 -2.58640 1.19237
C: -0.75281 -2.91060 -0.09813
C: -0.90811 -4.45650 -0.08903
C: 0.00519 -2.54200 -1.41553
As: 0.59489 -0.65060 -1.68433
C: 1.56409 -1.01100 -3.36433
C: -0.96051 0.13630 -2.59423
C: -2.17171 -2.26920 -0.00713
As: -3.61941 -3.12180 -1.10643
C: -3.46671 -2.14980 -2.81003
C: -5.06451 -1.97090 -0.41723
H: 0.48499 -1.83320 4.02787
H: 1.40929 -0.28230 4.08687
H: 2.17869 -1.76810 3.39577
H: -1.67281 -0.90390 2.99467
H: -1.86231 0.16890 1.54527
H: -1.04811 0.79320 3.00927
H: -0.44521 -3.00770 2.07257
H: 1.05979 -3.11980 1.12057
H: 0.08519 -4.95620 -0.08683
H: -1.44211 -4.82530 -0.98933
H: -1.46461 -4.79770 0.81167
H: -0.56821 -2.86650 -2.30543
H: 0.95359 -3.12120 -1.41953
H: 0.91669 -1.56860 -4.07213
H: 2.46789 -1.61520 -3.14293
H: 1.87189 -0.04990 -3.82503
H: -1.27821 -0.50590 -3.43713
H: -0.66721 1.12530 -3.00223
H: -1.78511 0.29320 -1.87403
H: -2.13961 -1.18020 -0.17503
H: -2.53931 -2.43880 1.02737
H: -2.55471 -2.46370 -3.35193
H: -3.47171 -1.05890 -2.63183
H: -4.34601 -2.39890 -3.43843
H: -5.25971 -2.22570 0.64467
H: -5.98631 -2.14350 -1.01003
H: -4.77361 -0.90270 -0.48923
O: 0.84689 2.14060 -1.19733

Here are the Löwdin charges for atoms 1 to 6, given in e: atom 1 (Ir): 1.161, atom 2 (O): 0.023, atom 3 (C): -0.543, atom 4 (O): -0.194, atom 5 (C): -0.108, atom 6 (C): -0.317

# 2
C19H35BFO9P in the gas phase at a distorted geometry. Source: the OMol25 dataset; level of theory: ωB97M-V/def2-TZVPD.

The value obtained for the LUMO energy is -0.285 eV. As for the SMILES: CCOCC[C@]1(CCCCCCCCOC(C)=O)[C@](F)(B(O)OC)OC(=O)[C@@]1(O)[PH2]=O. Its spin multiplicity is 1. For the gap between HOMO and LUMO, the calculation gives 9.5 eV.

Atoms and positions in Å:
C: -3.87429 -2.16433 0.83024
C: -2.86181 -2.77832 2.01127
O: -1.70899 -3.41539 1.35587
C: -0.49197 -3.35939 2.17932
C: 0.88118 -2.97473 1.34338
C: 0.93681 -1.41093 0.82846
C: -0.25559 -1.02827 -0.28049
C: -0.47217 -2.17379 -1.42789
C: -0.73441 -1.61932 -2.94441
C: -1.45618 -0.15249 -3.04512
C: -0.28628 0.90069 -3.58518
C: -0.62070 2.47595 -3.28134
C: -0.49586 2.66331 -1.62580
C: -0.59779 4.24726 -1.16759
O: -2.06205 4.50658 -0.96549
C: -2.24988 4.53257 0.49502
C: -1.83986 5.86915 1.36929
O: -2.78409 3.45389 1.13103
C: 2.32541 -0.84669 0.13413
F: 2.35461 -0.66992 -1.35919
B: 3.72517 -1.74735 0.34338
O: 4.29650 -1.86665 1.69926
O: 4.38373 -2.39229 -0.84052
C: 5.42908 -1.46129 -1.31236
O: 2.73570 0.52207 0.58794
C: 2.23460 0.61654 1.97359
O: 2.68341 1.50019 2.88471
C: 1.00363 -0.49264 2.18925
O: 1.39776 -1.09840 3.47212
P: -0.46131 0.63719 2.66187
O: -0.22182 2.11966 2.09487
H: -3.27293 -1.97548 -0.17557
H: -4.75101 -2.91820 0.63793
H: -4.25521 -1.09594 1.17969
H: -3.46972 -3.54013 2.68905
H: -2.59992 -1.86679 2.69915
H: -0.31426 -4.46883 2.58280
H: -0.64098 -2.70418 3.16096
H: 0.95356 -3.75897 0.44813
H: 1.78329 -3.26635 2.06864
H: -1.29192 -0.94015 0.30529
H: -0.00509 0.04359 -0.67476
H: 0.54422 -2.79896 -1.47215
H: -1.31139 -2.96701 -1.18788
H: 0.24774 -1.65905 -3.59749
H: -1.48121 -2.39491 -3.45991
H: -1.99872 0.20839 -2.07332
H: -2.28258 -0.17741 -3.89858
H: 0.76662 0.60554 -3.10925
H: -0.18581 0.69953 -4.75006
H: -1.73577 2.70186 -3.59936
H: 0.11479 3.22310 -3.83656
H: -1.38448 2.10125 -1.08128
H: 0.51532 2.15461 -1.32585
H: -0.12149 4.99676 -1.95567
H: -0.02678 4.31222 -0.12182
H: -2.60053 6.73753 1.09260
H: -1.98925 5.57344 2.50796
H: -0.71886 6.17112 1.21878
H: 5.21051 -1.41629 1.74589
H: 5.63133 -1.74057 -2.44853
H: 6.37632 -1.61747 -0.63766
H: 4.96686 -0.36813 -1.23026
H: 0.60322 -1.13976 4.11387
H: -1.75866 0.10974 2.31182
H: -0.42976 0.78304 4.12378

Here are the Löwdin charges for atoms 1 to 6, given in e: atom 1 (C): -0.087, atom 2 (C): -0.246, atom 3 (O): -0.223, atom 4 (C): -0.175, atom 5 (C): -0.074, atom 6 (C): -0.198

# 3
A molecular structure, C19H35IN4OS4Si2Sr at a distorted geometry. Source: the OMol25 dataset; level of theory: ωB97M-V/def2-TZVPD.

The value obtained for the LUMO energy is 3.959 eV. Its relative energy (zero: lowest compared OMol25 entry of this formula, charge and spin) is 127.5 kcal per mole. Its spin multiplicity is 1. For the gap between HOMO and LUMO, the calculation gives 5.2 eV. Its total charge is -2.

Atoms and positions in Å:
Sr: -0.28612 -0.43913 0.03200
N: 0.94808 2.09015 -1.64907
C: 1.40437 2.83861 -0.47954
C: 0.33209 2.79823 0.60251
N: 0.08581 1.40501 0.93180
C: 1.12459 0.77112 1.77472
C: 1.84446 -0.45021 1.10730
N: 1.03318 -1.71291 1.25393
H: 1.66228 2.05558 -2.36450
H: 0.09578 2.48667 -2.02950
H: 1.68065 3.88592 -0.67089
H: 2.30447 2.34123 -0.10125
H: -0.59505 3.23546 0.23058
H: 0.65993 3.37965 1.47176
H: -0.80992 1.20395 1.42208
H: 0.70397 0.43821 2.72385
H: 1.87455 1.51227 2.05825
H: 2.82175 -0.56167 1.57093
H: 2.03566 -0.23218 0.04414
H: 0.21141 -1.32722 1.76501
H: 1.46346 -2.31618 1.94476
C: 0.81013 -5.82062 -2.20856
Si: 0.68057 -4.14313 -1.32390
C: 2.27044 -4.12807 -0.27470
C: -0.81432 -4.39522 -0.18477
C: 0.54574 -2.67292 -2.37840
C: 1.84024 -2.08772 -2.71908
C: 2.62226 -2.46112 -3.84387
C: 3.81122 -1.83443 -4.13275
C: 4.27574 -0.82658 -3.28963
C: 3.49097 -0.52761 -2.19377
N: 2.32720 -1.10850 -1.91204
Si: -0.58324 -2.77803 -3.82755
C: -0.42632 -1.17018 -4.81227
C: -2.31609 -3.21053 -3.22458
C: -0.29527 -4.08183 -5.19890
H: 0.96104 -6.62626 -1.48080
H: 1.64198 -5.84275 -2.91938
H: -0.10690 -6.04282 -2.75713
H: 2.93564 -4.95124 -0.55054
H: 2.04027 -4.22430 0.78877
H: 2.81155 -3.18959 -0.40955
H: -0.52233 -4.87560 0.75384
H: -1.57391 -5.02217 -0.65866
H: -1.28890 -3.44471 0.06889
H: 2.26193 -3.26463 -4.47216
H: 4.38718 -2.13187 -5.00302
H: 5.20415 -0.30167 -3.47307
H: 3.81390 0.24267 -1.49234
H: -0.14385 -0.36059 -4.13826
H: -1.36433 -0.87096 -5.28628
H: 0.34001 -1.27785 -5.58560
H: -2.47397 -2.81749 -2.22066
H: -2.44387 -4.29804 -3.20820
H: -3.09470 -2.78145 -3.85998
H: 0.57718 -3.84840 -5.81607
H: -1.16928 -4.08582 -5.86089
H: -0.16937 -5.09300 -4.81442
O: -4.84865 -0.44674 6.80333
C: -4.01882 -0.16556 5.96018
S: -3.69624 -1.13515 4.52629
C: -2.42715 -0.12690 3.84931
C: -2.06124 0.97650 4.53001
S: -0.83532 2.15407 4.16410
S: -2.96199 1.23915 6.02533
S: -1.74089 -0.70403 2.33320
I: -2.33132 0.55371 -2.24114

Here are the Löwdin charges for atoms 1 to 6, given in e: atom 1 (Sr): 1.016, atom 2 (N): -0.003, atom 3 (C): -0.276, atom 4 (C): -0.216, atom 5 (N): -0.391, atom 6 (C): -0.299